a | Entry from the Open Molecules 2025 dataset: a cluster of 2 separate species, C3H11N2O2S in total (the ωB97M-V functional and the def2-TZVPD basis).

Summary:
* LUMO energy: -3.4901 eV
* net charge: +1

Last column: Mulliken charge in e.
Element x y z (Å)
1 C 0.583 -0.044 2.143  -0.45
2 C 1.110 1.384 2.061  -0.68
3 S 1.545 1.938 0.377  -0.17
4 N -0.786 -0.148 1.534  -0.12
5 H 0.514 -0.347 3.186  0.37
6 H 1.172 -0.773 1.587  0.34
7 H 2.030 1.412 2.639  0.32
8 H 0.363 2.052 2.477  0.40
9 H 0.384 2.573 0.116  0.15
10 H -1.198 -1.073 1.626  0.40
11 H -0.779 0.077 0.503  0.14
12 H -1.418 0.541 1.949  0.40
13 N -0.967 -0.072 -1.420  -0.61
14 C -1.106 -1.435 -1.701  0.65
15 O -0.070 -2.014 -2.343  -0.41
16 O -2.039 -2.061 -1.324  -0.50
17 H -1.857 0.412 -1.497  0.27
18 H -0.146 0.436 -1.690  0.19
19 H 0.596 -1.356 -2.572  0.30

b | Entry from the Open Molecules 2025 dataset: a cluster of 2 separate species, C3H11N2O2S in total (the ωB97M-V functional and the def2-TZVPD basis).

Summary:
* LUMO energy: -3.1155 eV
* net charge: +1

Last column: Mulliken charge in e.
Element x y z (Å)
1 N -0.987 0.345 0.074  -0.39
2 C 0.150 -0.123 -0.816  0.39
3 C -0.232 -1.499 -1.474  -1.01
4 S -1.498 -1.640 -2.838  -0.14
5 C 1.210 -0.423 0.322  0.16
6 N 2.454 0.001 0.321  -0.32
7 O 0.788 -1.235 1.191  -0.62
8 H -1.914 0.219 -0.250  0.29
9 H -0.954 -0.199 1.055  0.43
10 H -0.792 1.302 0.501  0.35
11 H 0.195 0.630 -1.637  0.46
12 H 0.671 -2.076 -1.687  0.40
13 H -0.651 -2.129 -0.588  0.36
14 H -2.658 -1.973 -2.198  0.16
15 H 3.035 -0.115 1.094  0.26
16 H 2.628 0.779 -0.285  0.24
17 H -1.263 2.986 2.402  0.30
18 H 0.295 2.647 2.641  0.29
19 O -0.477 2.503 2.173  -0.61

Verdict on stability: a comes out on top.

a | Entry from the Open Molecules 2025 dataset: a cluster of 17 separate species, H34O17 in total (the ωB97M-V functional and the def2-TZVPD basis).

Summary:
* LUMO energy: -0.5886 eV

Last column: Mulliken charge in e.
Element x y z (Å)
1 O -0.495 -2.129 2.117  -0.60
2 H 0.369 -2.542 2.121  0.50
3 H -0.397 -1.363 2.683  0.23
4 O 1.185 2.117 1.870  -0.66
5 H 1.945 1.896 2.408  0.28
6 H 0.946 3.002 2.145  0.25
7 O 1.133 -0.565 -0.195  -0.76
8 H 0.327 -1.045 -0.001  0.35
9 H 0.840 0.324 -0.395  0.32
10 O 4.182 2.394 1.403  -0.63
11 H 3.769 3.129 0.949  0.35
12 H 3.557 1.675 1.313  0.28
13 O -2.200 -3.787 0.808  -0.62
14 H -1.409 -3.455 1.234  0.30
15 H -2.919 -3.451 1.344  0.31
16 O -0.747 2.048 -0.029  -0.60
17 H -0.297 1.941 0.809  0.28
18 H -1.562 1.556 0.071  0.37
19 O 1.398 -0.415 -2.927  -0.66
20 H 2.020 -1.073 -3.237  0.25
21 H 1.193 -0.682 -2.031  0.41
22 O 1.142 1.826 -4.277  -0.69
23 H 0.564 2.410 -3.787  0.39
24 H 1.282 1.081 -3.692  0.43
25 O 2.301 -3.210 -2.831  -0.62
26 H 1.475 -3.198 -3.315  0.32
27 H 2.638 -4.097 -2.955  0.28
28 O 2.131 -3.173 1.796  -0.61
29 H 2.558 -2.572 1.186  0.29
30 H 2.782 -3.856 1.955  0.26
31 O -2.808 0.603 1.087  -0.66
32 H -3.340 -0.164 0.873  0.35
33 H -2.325 0.349 1.873  0.33
34 O -4.240 -1.578 -0.354  -0.63
35 H -3.796 -1.425 -1.187  0.31
36 H -4.597 -2.463 -0.430  0.29
37 O -1.307 0.351 3.440  -0.64
38 H -0.630 1.024 3.516  0.26
39 H -1.357 -0.038 4.313  0.27
40 O 1.508 5.054 0.101  -0.61
41 H 0.752 4.525 -0.150  0.29
42 H 1.643 5.646 -0.639  0.30
43 O -0.846 -4.398 3.850  -0.61
44 H -1.280 -3.871 3.179  0.33
45 H -0.598 -3.769 4.527  0.29
46 O -0.261 2.865 -2.447  -0.57
47 H -0.152 3.804 -2.297  0.22
48 H -0.412 2.499 -1.575  0.46
49 O -2.256 1.955 -4.665  -0.67
50 H -1.500 1.920 -4.078  0.38
51 H -1.911 2.323 -5.479  0.31

b | Entry from the Open Molecules 2025 dataset: a cluster of 17 separate species, H34O17 in total (the ωB97M-V functional and the def2-TZVPD basis).

Summary:
* LUMO energy: -0.2715 eV

Last column: Mulliken charge in e.
Element x y z (Å)
1 O -3.467 -0.158 2.389  -0.66
2 H -3.695 0.284 1.565  0.30
3 H -3.021 0.481 2.953  0.33
4 O -2.234 -2.752 4.373  -0.63
5 H -2.963 -2.412 3.842  0.33
6 H -1.726 -1.958 4.582  0.32
7 O -3.260 2.825 0.916  -0.59
8 H -3.864 3.570 0.980  0.29
9 H -3.108 2.750 -0.034  0.32
10 O -0.814 -0.171 1.096  -0.61
11 H -1.683 -0.170 1.525  0.32
12 H -1.035 -0.763 0.353  0.33
13 O 1.575 0.869 -1.801  -0.75
14 H 1.547 -0.095 -1.840  0.34
15 H 0.652 1.100 -1.608  0.32
16 O 3.412 2.190 3.559  -0.66
17 H 4.242 1.910 3.143  0.36
18 H 3.381 1.632 4.342  0.32
19 O 1.792 -0.145 3.198  -0.67
20 H 1.749 0.756 2.846  0.34
21 H 1.016 -0.492 2.724  0.32
22 O 1.702 -4.781 -1.689  -0.61
23 H 1.252 -5.219 -0.963  0.30
24 H 2.271 -4.105 -1.312  0.32
25 O 0.190 -1.238 5.498  -0.65
26 H 0.596 -0.391 5.260  0.35
27 H 0.606 -1.731 4.795  0.30
28 O -2.323 -0.725 -1.044  -0.70
29 H -1.994 0.110 -1.369  0.34
30 H -3.201 -0.941 -1.409  0.42
31 O 4.199 0.467 -1.272  -0.60
32 H 3.364 0.343 -0.819  0.31
33 H 4.430 1.395 -1.280  0.28
34 O -3.845 1.538 -1.923  -0.56
35 H -3.930 2.033 -2.743  0.29
36 H -3.109 0.927 -2.057  0.21
37 O 4.954 1.071 1.524  -0.64
38 H 5.834 0.964 1.151  0.30
39 H 4.572 1.829 1.070  0.32
40 O 3.036 -3.583 -4.052  -0.63
41 H 3.098 -2.722 -3.640  0.29
42 H 2.214 -3.999 -3.772  0.33
43 O 0.851 2.227 -4.356  -0.68
44 H 1.111 1.694 -3.598  0.39
45 H 1.618 2.283 -4.929  0.32
46 O -0.746 2.664 -2.400  -0.62
47 H -1.429 3.330 -2.326  0.25
48 H -0.432 2.638 -3.330  0.43
49 O -4.338 -1.435 -2.764  -0.65
50 H -5.250 -1.664 -2.570  0.31
51 H -3.799 -2.231 -2.786  0.33

c | Entry from the Open Molecules 2025 dataset: a cluster of 17 separate species, H34O17 in total (the ωB97M-V functional and the def2-TZVPD basis).

Summary:
* LUMO energy: -0.2389 eV

Last column: Mulliken charge in e.
Element x y z (Å)
1 O 3.633 -2.103 0.573  -0.57
2 H 2.796 -1.770 0.876  0.31
3 H 4.185 -2.131 1.371  0.30
4 O 1.150 2.347 -1.521  -0.91
5 H 0.217 2.189 -1.704  0.43
6 H 1.150 2.469 -0.541  0.36
7 O 2.298 -0.062 -1.322  -0.83
8 H 2.902 -0.349 -2.001  0.32
9 H 2.026 0.794 -1.553  0.29
10 O -0.425 0.041 -0.306  1.45
11 H 0.492 -0.179 -0.161  -0.24
12 H -1.014 -0.505 0.214  -0.19
13 O -3.240 -0.009 -1.206  -0.58
14 H -3.548 -0.726 -0.679  0.19
15 H -3.925 0.620 -1.316  0.29
16 O -1.503 3.284 -0.117  -0.59
17 H -1.193 2.725 0.632  0.29
18 H -0.982 4.116 -0.018  0.28
19 O -1.488 -3.390 -1.158  -0.65
20 H -2.399 -3.183 -1.485  0.32
21 H -1.131 -2.576 -1.474  0.30
22 O -1.642 1.827 -2.687  -0.73
23 H -2.098 2.432 -2.088  0.28
24 H -1.981 0.916 -2.567  0.36
25 O -1.027 -1.204 -2.786  -0.67
26 H -0.813 -0.593 -2.098  0.21
27 H -0.285 -1.287 -3.393  0.26
28 O -0.765 1.923 2.686  -0.62
29 H -1.569 1.499 2.297  0.25
30 H -0.907 1.660 3.589  0.33
31 O 0.910 -2.688 1.503  -0.66
32 H 0.122 -3.204 1.671  0.28
33 H 1.250 -2.891 0.626  0.27
34 O 1.665 2.211 1.093  -0.71
35 H 2.483 1.683 0.995  0.43
36 H 1.880 3.104 1.435  0.25
37 O 1.172 -0.086 2.820  -0.69
38 H 1.120 0.691 2.226  0.44
39 H 0.377 -0.528 2.766  0.23
40 O -2.929 1.345 1.306  -0.64
41 H -2.911 1.153 0.357  0.27
42 H -3.568 2.072 1.323  0.31
43 O -1.974 -1.589 1.212  -0.48
44 H -2.894 -1.702 1.339  0.20
45 H -1.597 -1.704 2.073  0.21
46 O 1.261 -2.675 -1.341  -0.58
47 H 1.948 -3.262 -1.711  0.29
48 H 1.623 -1.786 -1.539  0.26
49 O 3.860 0.728 0.631  -0.72
50 H 4.050 0.030 1.208  0.32
51 H 3.234 0.327 -0.039  0.45

Verdict on stability: c comes out on top.

a | Entry from the Open Molecules 2025 dataset: a cluster of 3 separate species, C4H16NO2 in total (the ωB97M-V functional and the def2-TZVPD basis).

Summary:
* LUMO energy: -2.7543 eV
* net charge: +1

Last column: Mulliken charge in e.
Element x y z (Å)
1 C 0.265 0.371 -2.259  -0.97
2 C -1.011 0.967 -1.612  -0.55
3 N -1.015 0.816 -0.084  0.01
4 C -0.518 1.963 0.770  -0.28
5 C 0.248 1.277 1.919  -1.13
6 H 0.255 -0.691 -2.051  0.35
7 H 1.128 0.984 -1.943  0.30
8 H 0.233 0.546 -3.343  0.36
9 H -1.330 1.988 -1.826  0.48
10 H -1.852 0.341 -1.872  0.34
11 H -0.467 -0.031 0.064  0.03
12 H -1.929 0.604 0.348  0.41
13 H -1.381 2.334 1.324  0.30
14 H 0.138 2.528 0.109  0.37
15 H 1.074 0.624 1.638  0.32
16 H 0.617 1.869 2.770  0.36
17 H -0.575 0.710 2.411  0.32
18 H 2.434 -2.954 1.578  0.32
19 H 2.741 -3.789 0.333  0.32
20 O 2.025 -3.320 0.782  -0.66
21 H -1.025 -2.807 0.315  0.29
22 H 0.430 -2.325 0.353  0.35
23 O -0.484 -2.006 0.275  -0.63

b | Entry from the Open Molecules 2025 dataset: a cluster of 3 separate species, C4H16NO2 in total (the ωB97M-V functional and the def2-TZVPD basis).

Summary:
* LUMO energy: -3.0628 eV
* net charge: +1

Last column: Mulliken charge in e.
Element x y z (Å)
1 C 1.188 1.130 -0.637  -1.11
2 C 1.095 -0.381 -0.557  0.63
3 N -0.076 -0.861 0.375  -0.01
4 C 0.361 -1.737 1.489  -0.90
5 C 0.858 -0.999 -1.921  -1.41
6 H 0.210 1.623 -0.624  0.18
7 H 1.684 1.299 -1.602  0.39
8 H 1.673 1.692 0.143  0.37
9 H 1.916 -0.759 0.059  0.19
10 H -0.613 -0.005 0.626  0.13
11 H -0.851 -1.410 -0.004  0.40
12 H 1.433 -1.693 1.723  0.34
13 H -0.196 -1.517 2.396  0.35
14 H 0.176 -2.767 1.205  0.35
15 H 1.622 -0.925 -2.694  0.38
16 H -0.062 -0.632 -2.426  0.38
17 H 0.390 -1.992 -1.739  0.36
18 H -1.772 1.994 2.027  0.32
19 H -0.635 2.579 1.366  0.32
20 O -0.881 1.737 1.767  -0.63
21 H -2.220 1.961 -0.207  0.29
22 H -3.074 0.626 -0.291  0.30
23 O -2.225 1.037 -0.474  -0.59

c | Entry from the Open Molecules 2025 dataset: a cluster of 3 separate species, C4H16NO2 in total (the ωB97M-V functional and the def2-TZVPD basis).

Summary:
* LUMO energy: -3.0758 eV
* net charge: +1

Last column: Mulliken charge in e.
Element x y z (Å)
1 C 0.101 -0.726 -0.673  -0.85
2 C -0.016 -1.615 0.694  0.74
3 C 1.222 -2.272 1.102  -1.51
4 C -0.486 -0.693 1.844  -1.31
5 N -1.118 -0.417 -1.528  -0.14
6 H 0.634 0.238 -0.528  0.21
7 H 0.797 -1.409 -1.233  0.38
8 H -0.748 -2.438 0.595  0.26
9 H 2.138 -1.572 0.987  0.30
10 H 1.397 -2.527 2.156  0.40
11 H 1.465 -3.261 0.572  0.33
12 H -1.527 -0.308 1.776  0.31
13 H 0.166 0.199 1.807  0.31
14 H -0.318 -1.099 2.863  0.39
15 H -0.816 -0.796 -2.423  0.37
16 H -2.003 -0.976 -1.148  0.44
17 H -1.315 0.615 -1.409  0.39
18 H -1.585 2.849 -1.901  0.28
19 H -0.504 2.891 -0.709  0.38
20 O -1.160 2.287 -1.266  -0.69
21 H 0.860 4.356 -0.164  0.37
22 H 1.707 3.292 -1.057  0.33
23 O 1.110 3.382 -0.356  -0.68

Verdict on stability: a comes out on top.